This record from OMol25 describes a 2-piece molecular cluster, C35H38BF3O4S overall at a distorted geometry. The level of theory is the ωB97M-V functional and the def2-TZVPD basis.

Properties
gap between HOMO and LUMO	0.2709	hartree
energy above the lowest of the compared OMol25 structures with the same formula, charge and spin	26.5	kcal/mol

Positions of all 82 atoms, in Å:
C1 1.9990 -4.2892 4.7531
O1 1.5153 -3.2195 5.5765
C2 0.9723 -2.1335 4.9530
C3 1.6077 -0.8888 5.1214
C4 0.9390 0.2632 4.7694
C5 -0.4037 0.1831 4.3715
C6 -1.2198 1.3524 4.0340
C7 -0.7881 2.0985 2.9524
C8 -1.5317 2.3929 1.6856
B1 -3.0263 2.1672 2.0713
O2 -3.7226 0.9977 1.9134
C9 -5.0698 1.4724 1.6757
C10 -5.3550 1.2820 0.1888
C11 -5.9554 0.5358 2.4616
C12 -5.0522 3.0173 2.1513
C13 -5.2646 4.0279 1.0137
C14 -5.8765 3.3638 3.3869
O3 -3.6854 3.2460 2.5776
C15 -1.5076 1.5523 0.4079
C16 -1.5695 2.1828 -0.8483
C17 -1.9398 1.4975 -1.9890
C18 -2.2468 0.1209 -1.9188
O4 -2.8475 -0.4418 -3.0041
C19 -3.0402 -1.8829 -3.0331
C20 -2.0370 -0.5540 -0.6966
C21 -1.6782 0.1617 0.4339
C22 -0.9584 -1.0682 4.0436
C23 -0.2625 -2.2317 4.2827
H1 2.9279 -4.6194 5.2161
H2 1.2603 -5.0953 4.7684
H3 2.1878 -3.9501 3.7265
H4 2.5943 -0.8889 5.5908
H5 1.4251 1.2330 4.8738
H6 -2.2693 1.3911 4.3188
H7 0.2504 2.4196 2.9819
H8 -1.3910 3.4442 1.3910
H9 -6.3200 1.7346 -0.0789
H10 -4.5555 1.6888 -0.4431
H11 -5.4140 0.2085 -0.0343
H12 -6.9962 0.8739 2.4479
H13 -5.8819 -0.4550 1.9978
H14 -5.6109 0.4409 3.4938
H15 -6.3263 4.1650 0.7777
H16 -4.8618 4.9991 1.3287
H17 -4.7326 3.7540 0.0880
H18 -6.9580 3.2498 3.2473
H19 -5.5738 2.7305 4.2270
H20 -5.6843 4.4013 3.6945
H21 -1.3291 3.2447 -0.9028
H22 -2.0767 2.0109 -2.9353
H23 -3.3087 -2.0964 -4.0707
H24 -2.1146 -2.4230 -2.7715
H25 -3.8629 -2.1889 -2.3661
H26 -2.2560 -1.6211 -0.6329
H27 -1.5252 -0.3891 1.3613
H28 -1.9520 -1.0825 3.5816
H29 -0.6637 -3.2119 4.0276
C24 -3.2446 4.2472 6.5098
C25 -2.8077 2.8419 6.5679
C26 -3.6273 1.7347 6.4204
C27 -2.9307 0.5032 6.4401
C28 -1.5472 0.6607 6.6069
C29 -0.7784 -0.3063 7.3911
C30 -1.1592 -1.6654 7.4393
C31 -0.2452 -2.6138 7.8520
C32 1.0133 -2.2006 8.2644
C33 2.1065 -3.1952 8.5239
F1 3.2295 -2.9114 7.7819
F2 2.5053 -3.1954 9.8307
F3 1.7327 -4.4700 8.2161
C34 1.2683 -0.8602 8.5482
C35 0.3537 0.0896 8.1255
S1 -1.1522 2.3986 6.6945
H30 -4.3125 4.3408 6.7375
H31 -2.6828 4.8350 7.2358
H32 -3.0609 4.6304 5.4977
H33 -4.7065 1.8272 6.3312
H34 -3.4008 -0.4726 6.3311
H35 -2.1336 -1.9861 7.0800
H36 -0.4753 -3.6685 7.8772
H37 2.1719 -0.5840 9.0884
H38 0.5531 1.1463 8.3100

Atomic partial charges in e from the Löwdin method, atoms 1 to 5:
1 C -0.05
2 O -0.15
3 C -0.30
4 C 0.01
5 C -0.03